*one*
An isolated molecule of C3H7NOS. Source: the OMol25 dataset; level of theory: the ωB97M-V functional and the def2-TZVPD basis.

SMILES: N[C@H](C=O)CS
Orbital gap: 10.17 eV
E_HOMO: -9.487 eV
Lowest unoccupied orbital energy: 0.687 eV

Each line ends with the natural charge from an NBO analysis.
Cartesian coordinates (Å):
N 1.09058 -1.07104 0.61632  -0.82
C 0.05643 -0.49394 -0.29794  -0.18
C 0.78558 -0.22223 -1.56969  0.45
O 0.93353 0.86243 -2.06031  -0.52
C -0.61802 0.77260 0.29100  -0.51
S -1.62081 0.35767 1.82562  -0.08
H 0.65012 -1.14352 1.53784  0.36
H 1.83079 -0.38172 0.91001  0.36
H -0.71077 -1.30736 -0.50791  0.22
H 1.29248 -1.19259 -1.99300  0.12
H 0.09662 1.54723 0.44695  0.22
H -1.09984 1.25259 -0.48103  0.23
H -2.68669 1.01989 1.28213  0.15


*two*
A cluster of 2 separate species, C3H7NOS in total. Source: the OMol25 dataset; level of theory: the ωB97M-V functional and the def2-TZVPD basis.

SMILES: C/C=C/O.N=S
Orbital gap (alpha / beta): 7.23 / 7.24 eV
E_HOMO (alpha / beta): -7.774 / -7.777 eV
Lowest unoccupied orbital energy (alpha / beta): -0.540 / -0.541 eV

Each line ends with the natural charge from an NBO analysis.
Cartesian coordinates (Å):
C -0.03452 1.24470 -0.64448  -0.65
C -0.54338 0.01196 -0.05440  -0.25
C -0.34742 -1.16408 -0.62033  0.22
O -0.68543 -2.40770 -0.19652  -0.68
H 0.67549 0.99904 -1.35682  0.22
H 0.46596 1.68096 0.17459  0.23
H -0.80073 1.88378 -0.99277  0.23
H -0.94941 0.04954 0.93179  0.19
H -0.11056 -1.05932 -1.67714  0.18
H -1.39419 -2.37778 0.50792  0.48
N 1.58336 -1.09378 0.37016  -0.76
S 2.70361 -0.01363 0.07818  0.22
H 1.17323 -1.25908 1.36060  0.36


Name the least stable of them. *two*.


*one*
A cluster of 2 separate species, C3H7NOS in total. Source: the OMol25 dataset; level of theory: the ωB97M-V functional and the def2-TZVPD basis.

Orbital gap: 7.62 eV
E_HOMO: -7.662 eV
Lowest unoccupied orbital energy: -0.043 eV

Each line ends with the natural charge from an NBO analysis.
Cartesian coordinates (Å):
C 1.49390 1.40253 -1.71341  -0.45
C 0.14519 -0.16223 -0.43367  0.31
C 0.40166 -1.56442 -0.28379  -0.77
N -0.43941 0.46360 0.55922  -0.76
O -0.75345 1.05691 2.90476  -0.94
S -0.95575 -0.16607 2.14064  1.22
H 0.97039 2.34852 -1.84458  0.10
H 1.23921 0.76595 -2.54689  0.10
H -0.12946 -1.96898 -1.22675  0.26
H 1.51042 -1.74854 -0.18810  0.29
H -0.34122 -1.95923 0.39321  0.20
H -0.77125 1.45418 0.53995  0.43
H -2.37024 0.07777 1.69941  0.01


*two*
An isolated molecule of C3H7NOS. Source: the OMol25 dataset; level of theory: the ωB97M-V functional and the def2-TZVPD basis.

Orbital gap: 8.64 eV
E_HOMO: -8.880 eV
Lowest unoccupied orbital energy: -0.239 eV

Each line ends with the natural charge from an NBO analysis.
Cartesian coordinates (Å):
C 1.33694 0.63811 -1.26053  -0.36
C 0.14084 0.53033 1.10524  -0.42
C -0.62422 -0.98569 -0.62290  -0.46
N 0.47118 -0.30500 -0.00972  -0.38
O 2.17019 1.15395 -3.56488  -0.91
S 1.05831 0.43817 -2.88468  1.10
H 2.13624 1.35616 -0.85156  0.24
H 0.92454 1.24195 1.16038  0.21
H -0.81779 1.06302 1.16273  0.17
H -0.02517 -0.26411 1.83666  0.21
H -1.42889 -0.48731 -1.19404  0.18
H -0.40837 -1.88013 -1.23930  0.21
H -1.31167 -1.31789 0.16754  0.21


Name the least stable of them. *one*.


*one*
A structure of composition C8H13N4. Source: the OMol25 dataset; level of theory: the ωB97M-V functional and the def2-TZVPD basis.

Net charge: +1
Orbital gap (alpha / beta): 8.39 / 8.39 eV
E_HOMO (alpha / beta): -13.523 / -13.523 eV
Lowest unoccupied orbital energy (alpha / beta): -5.137 / -5.136 eV

Each line ends with the natural charge from an NBO analysis.
Cartesian coordinates (Å):
C -2.23706 1.03518 0.27579  0.19
C -2.76910 -1.09699 -0.09891  0.13
C 1.92561 1.80732 -0.24309  -0.37
C 0.76052 1.08638 -1.00076  -0.42
C 1.71099 0.82819 0.97355  -0.41
C 1.21151 -1.29491 -0.54480  -0.19
C -0.38937 -0.70754 0.56385  0.35
C 0.79955 0.02318 0.05168  -0.16
N -3.48175 0.97877 -0.01061  -0.21
N -3.78516 -0.31437 -0.17737  -0.21
N -1.65582 -0.23671 0.24761  -0.46
N -0.03706 -1.94188 -0.13082  -0.58
H -1.68580 1.91746 0.41217  0.22
H -2.73889 -2.10870 -0.24727  0.20
H 2.84880 1.46874 -0.60872  0.20
H 1.85897 2.88670 0.04127  0.23
H -0.18768 1.72316 -0.91917  0.23
H 1.16870 0.82516 -1.92404  0.23
H 2.74752 0.56220 1.42639  0.25
H 1.11383 1.42104 1.63931  0.23
H 1.32156 -1.28079 -1.68790  0.24
H 2.02218 -1.83434 -0.14199  0.24
H 0.11997 -0.63796 2.41503  0.13
H -0.71777 -2.29144 -0.86201  0.46
H 0.07575 -2.81783 0.55082  0.47


*two*
The ion C8H13N4 with charge +1. Source: the OMol25 dataset; level of theory: the ωB97M-V functional and the def2-TZVPD basis.

Net charge: +1
SMILES: C=C1N=CC=C[C@@H]1C/C(N)=N/[NH3+]
Orbital gap: 7.91 eV
E_HOMO: -11.481 eV
Lowest unoccupied orbital energy: -3.570 eV

Each line ends with the natural charge from an NBO analysis.
Cartesian coordinates (Å):
C -1.16812 0.47555 2.34105  -0.36
C -0.65536 -0.54900 1.64452  0.10
N 0.44193 -1.10779 2.21085  -0.43
C 1.19652 -2.01604 1.67132  0.09
C 0.81950 -2.51791 0.39408  -0.30
C -0.25729 -2.12496 -0.31817  -0.12
C -1.21150 -0.94318 0.25158  -0.31
C -1.39065 0.20401 -0.73546  -0.45
C -0.20801 1.07098 -0.82985  0.49
N 0.58320 1.61913 0.17595  -0.85
N 0.06272 1.36787 -2.01075  -0.37
N 1.21034 2.18326 -2.48710  -0.57
H -0.84870 0.65929 3.37693  0.25
H -1.91776 0.96817 1.81439  0.18
H 2.06236 -2.43048 2.24089  0.22
H 1.54957 -3.34152 0.01015  0.23
H -0.68540 -2.65015 -1.24428  0.23
H -2.09071 -1.58693 0.04422  0.26
H -2.15252 0.83640 -0.20421  0.26
H -1.65615 -0.28675 -1.71490  0.28
H 0.50855 1.21626 0.99774  0.41
H 1.42447 2.11101 0.40022  0.43
H 0.84647 3.10469 -2.85497  0.46
H 2.07749 2.20372 -1.91331  0.42
H 1.45905 1.53439 -3.26090  0.46


Name the least stable of them. *one*.